Entry 1:
{
  "formula": "C11H16AlClF3I2O2",
  "method": "the ωB97M-V functional and the def2-TZVPD basis",
  "symbols": ["C", "C", "I", "C", "I", "Al", "C", "C", "C", "C", "C", "O", "C", "Cl", "C", "C", "F", "F", "F", "O", "H", "H", "H", "H", "H", "H", "H", "H", "H", "H", "H", "H", "H", "H", "H", "H"],
  "coordinates": [[0.683, -4.145, 0.376], [0.399, -2.711, 0.023], [-1.244, -2.563, -1.314], [0.986, -1.584, 0.384], [2.578, -1.803, 1.786], [0.797, 0.382, -0.071], [0.091, 1.386, 1.488], [-1.397, 1.300, 1.910], [-2.219, 0.160, 1.281], [-2.831, 0.605, -0.051], [-3.306, -0.361, 2.222], [0.144, 0.830, -1.700], [1.182, 1.050, -2.544], [1.754, -0.564, -3.303], [2.321, 1.665, -1.702], [3.669, 1.818, -2.393], [3.516, 2.252, -3.664], [4.404, 0.730, -2.436], [4.414, 2.753, -1.773], [2.439, 0.967, -0.516], [1.318, -4.600, -0.394], [-0.238, -4.732, 0.435], [1.207, -4.203, 1.337], [0.733, 1.101, 2.335], [0.343, 2.440, 1.289], [-1.896, 2.246, 1.647], [-1.479, 1.221, 3.006], [-1.538, -0.680, 1.075], [-3.544, 1.424, 0.135], [-3.375, -0.213, -0.540], [-2.067, 0.965, -0.749], [-2.873, -0.701, 3.171], [-3.844, -1.208, 1.777], [-4.038, 0.431, 2.441], [0.917, 1.628, -3.434], [1.990, 2.711, -1.534]],
  "mulliken_charge": [-1.33, 0.70, -0.04, -0.47, -0.13, 0.15, -0.66, -0.97, 1.80, -1.31, -1.77, -0.49, -0.10, -0.27, 0.06, 0.73, -0.31, -0.23, -0.29, -0.45, 0.27, 0.35, 0.42, 0.36, 0.34, 0.28, 0.27, -0.52, 0.42, 0.28, 0.23, 0.43, 0.38, 0.35, 0.47, 0.09],
  "charge": -1,
  "lumo_energy_ha": 0.0922,
  "homo_lumo_gap_ha": 0.2956,
  "spin_multiplicity": 1,
  "homo_ha": -0.2033,
  "largest_force_ha_per_bohr": 0.01689
}

=====

Entry 2:
{
  "formula": "C32H32N5O5SbV",
  "method": "the ωB97M-V functional and the def2-TZVPD basis",
  "symbols": ["V", "C", "C", "N", "N", "C", "O", "C", "C", "C", "C", "C", "C", "C", "C", "C", "C", "C", "N", "H", "H", "H", "H", "H", "H", "H", "H", "H", "H", "H", "H", "O", "O", "C", "Sb", "C", "C", "H", "H", "H", "H", "H", "H", "H", "H", "H", "O", "C", "N", "C", "C", "O", "N", "C", "C", "C", "C", "C", "C", "C", "C", "C", "C", "C", "C", "H", "H", "H", "H", "H", "H", "H", "H", "H", "H", "H"],
  "coordinates": [[-1.012, 0.266, 0.801], [0.362, -3.336, 2.839], [0.066, -1.956, 2.407], [-0.863, -1.620, 1.569], [-1.688, -2.565, 1.033], [-2.474, -1.998, 0.181], [-2.281, -0.643, 0.034], [-3.503, -2.635, -0.600], [-3.752, -4.000, -0.406], [-4.734, -4.622, -1.150], [-5.464, -3.894, -2.083], [-5.215, -2.540, -2.281], [-4.236, -1.905, -1.542], [0.812, -0.787, 2.879], [1.857, -0.826, 3.775], [2.486, 0.368, 4.120], [2.044, 1.551, 3.554], [0.981, 1.518, 2.664], [0.376, 0.373, 2.341], [-0.366, -4.036, 2.448], [1.358, -3.603, 2.470], [0.387, -3.393, 3.929], [-3.177, -4.557, 0.321], [-4.934, -5.675, -1.006], [-6.232, -4.388, -2.663], [-5.785, -1.987, -3.015], [-4.029, -0.855, -1.699], [2.181, -1.769, 4.192], [3.311, 0.366, 4.819], [2.510, 2.497, 3.790], [0.604, 2.422, 2.203], [-2.027, 1.470, 1.583], [-1.726, 2.790, 1.926], [-4.056, 3.551, -0.152], [-3.440, 3.835, 1.825], [-2.686, 5.730, 2.285], [-4.665, 2.961, 3.278], [-4.727, 4.367, -0.417], [-4.575, 2.598, -0.230], [-3.168, 3.564, -0.782], [-3.527, 6.422, 2.324], [-1.989, 6.031, 1.506], [-2.198, 5.685, 3.256], [-5.629, 3.471, 3.249], [-4.202, 3.089, 4.253], [-4.793, 1.907, 3.039], [-0.616, 1.662, -0.616], [0.426, 0.979, -0.967], [1.438, 1.183, -1.756], [2.431, 0.069, -1.614], [1.801, -0.722, -0.428], [2.253, -1.602, 0.233], [0.505, -0.174, -0.262], [2.396, -0.882, -2.805], [1.521, -0.728, -3.872], [1.542, -1.641, -4.920], [2.423, -2.711, -4.896], [3.291, -2.868, -3.822], [3.282, -1.957, -2.780], [3.793, 0.649, -1.306], [4.139, 0.985, 0.004], [5.358, 1.578, 0.275], [6.244, 1.849, -0.765], [5.901, 1.521, -2.065], [4.679, 0.917, -2.339], [1.584, 1.994, -2.342], [0.826, 0.101, -3.921], [0.875, -1.508, -5.760], [2.439, -3.416, -5.715], [3.986, -3.696, -3.798], [3.975, -2.079, -1.957], [3.466, 0.763, 0.827], [5.635, 1.822, 1.292], [7.200, 2.307, -0.556], [6.585, 1.723, -2.878], [4.440, 0.645, -3.360]],
  "mulliken_charge": [-0.70, -1.63, 1.21, 1.51, -1.42, 0.85, -0.51, 0.51, -0.39, -0.74, -0.42, -0.78, -0.31, 0.45, -0.70, -0.63, -1.03, -0.18, 0.40, 0.36, 0.38, 0.44, 0.46, 0.43, 0.43, 0.44, 0.45, 0.55, 0.49, 0.50, 0.59, -0.22, -0.47, -1.04, 1.22, -1.06, -1.02, 0.47, 0.34, 0.31, 0.42, 0.38, 0.38, 0.41, 0.38, 0.33, -0.51, 0.08, 0.26, 3.71, -0.63, -0.50, 0.78, -0.65, -0.27, -1.03, -0.46, -0.96, -0.08, -0.32, -0.05, -0.87, -0.57, -0.91, -0.36, 0.30, 0.43, 0.46, 0.45, 0.44, 0.51, 0.14, 0.45, 0.44, 0.45, 0.48],
  "relative_energy_kj_mol": 0.0,
  "charge": 3,
  "lumo_energy_ha": -0.3903,
  "homo_lumo_gap_ha": 0.1804,
  "spin_multiplicity": 1,
  "homo_ha": -0.5706,
  "largest_force_ha_per_bohr": 0.00837
}

=====

Entry 3:
{
  "formula": "C17H25F3N4O3",
  "method": "the ωB97M-V functional and the def2-TZVPD basis",
  "symbols": ["C", "C", "C", "N", "C", "O", "C", "C", "N", "N", "C", "C", "C", "N", "C", "C", "C", "C", "F", "F", "F", "C", "C", "C", "O", "O", "C", "H", "H", "H", "H", "H", "H", "H", "H", "H", "H", "H", "H", "H", "H", "H", "H", "H", "H", "H", "H", "H", "H", "H", "H", "H"],
  "coordinates": [[-3.902, 2.062, 0.395], [-4.579, 1.157, -0.623], [-3.705, 0.813, -1.822], [-2.560, -0.028, -1.515], [-1.324, 0.474, -1.352], [-1.097, 1.680, -1.322], [-0.125, -0.481, -1.206], [-0.305, -1.960, -1.422], [-1.473, -2.582, -1.492], [-1.176, -3.875, -1.667], [0.157, -4.090, -1.718], [0.771, -2.875, -1.559], [2.235, -2.580, -1.525], [0.552, -0.302, 0.100], [-0.431, -0.524, 1.161], [0.197, -0.589, 2.537], [0.908, 0.731, 2.790], [1.558, 0.772, 4.150], [2.498, -0.181, 4.300], [2.161, 1.953, 4.385], [0.659, 0.591, 5.136], [1.929, 0.973, 1.688], [1.290, 0.951, 0.292], [2.392, 1.150, -0.754], [2.405, 0.751, -1.890], [3.365, 1.946, -0.281], [4.378, 2.295, -1.232], [-4.580, 2.295, 1.217], [-3.010, 1.596, 0.813], [-3.584, 2.997, -0.069], [-4.910, 0.229, -0.147], [-5.479, 1.649, -1.005], [-4.304, 0.279, -2.564], [-3.331, 1.727, -2.284], [-2.655, -1.035, -1.536], [0.578, -0.141, -1.962], [-1.920, -4.542, -1.757], [0.567, -5.076, -1.861], [2.813, -3.466, -1.785], [2.494, -1.781, -2.221], [2.536, -2.243, -0.532], [-1.199, 0.268, 1.156], [-0.943, -1.463, 0.941], [-0.574, -0.774, 3.287], [0.917, -1.410, 2.576], [0.172, 1.542, 2.795], [2.418, 1.933, 1.831], [2.699, 0.199, 1.740], [0.630, 1.826, 0.178], [5.064, 2.945, -0.699], [4.890, 1.402, -1.585], [3.938, 2.812, -2.082]],
  "mulliken_charge": [-0.78, -0.34, -1.06, 0.05, -0.41, -0.69, 0.41, -0.01, -0.58, -0.29, -0.85, 0.62, -1.01, 0.53, 0.06, -1.27, 0.46, 0.64, -0.29, -0.28, -0.28, -1.42, 0.77, -0.06, -0.61, -0.28, -0.74, 0.40, -0.02, 0.27, 0.27, 0.32, 0.42, 0.39, 0.38, 0.80, 0.17, 0.48, 0.42, 0.19, 0.17, -0.33, 0.43, 0.38, 0.43, 0.26, 0.45, 0.35, 0.25, 0.25, 0.30, 0.31],
  "relative_energy_kj_mol": 18.8,
  "smiles": "CCCNC(=O)[C@H](c1n[nH]cc1C)N1CC[C@@H](C(F)(F)F)C[C@H]1C(=O)OC",
  "charge": 0,
  "lumo_energy_ha": 0.0268,
  "homo_lumo_gap_ha": 0.3452,
  "spin_multiplicity": 1,
  "homo_ha": -0.3185,
  "largest_force_ha_per_bohr": 0.00715
}

=====

Entry 4:
{
  "formula": "C6H8N",
  "method": "the ωB97M-V functional and the def2-TZVPD basis",
  "symbols": ["C", "C", "C", "C", "C", "C", "N", "H", "H", "H", "H", "H", "H", "H", "H"],
  "coordinates": [[0.121, -1.561, 0.047], [-1.581, 1.112, 0.033], [-0.569, 0.369, -0.804], [0.736, -0.220, -0.180], [-1.128, -0.847, -0.064], [1.816, 0.465, 0.446], [-2.089, -0.201, 0.459], [0.336, -2.294, -0.736], [0.287, -2.195, 0.874], [-1.061, 1.524, 0.813], [-2.373, 1.625, -0.559], [-0.895, 0.338, -1.795], [2.414, -0.143, 1.144], [2.516, 0.471, -0.311], [1.468, 1.557, 0.634]],
  "mulliken_charge": [-0.50, -0.43, -0.08, 0.31, 0.39, -1.04, -0.46, 0.30, 0.39, 0.32, 0.31, 0.36, 0.38, 0.43, 0.32],
  "relative_energy_kj_mol": 731.3,
  "charge": 1,
  "lumo_energy_ha": [-0.2451, -0.2450],
  "homo_lumo_gap_ha": [0.2654, 0.2656],
  "spin_multiplicity": 1,
  "homo_ha": [-0.5105, -0.5106],
  "largest_force_ha_per_bohr": 0.06818
}